The following is a DFT calculation (ωB97M-V/def2-TZVPD) of C26H19BrN4O8PtS3 as an isolated structure.

HOMO energy: -8.86 eV
E_tot: -5711.00914 hartree
2S+1: 1
HOMO-LUMO gap: 7.10 eV
Relative energy (zero: lowest compared OMol25 entry of this formula, charge and spin): 164.8 kJ/mol
LUMO level: -1.76 eV

Atoms and positions in Å:
Pt -0.240 -0.838 0.025
N 2.681 -2.404 2.759
C 1.833 -1.654 2.029
S 0.372 -2.427 1.516
N 2.107 -0.408 1.819
N 1.150 0.270 1.101
C 1.363 1.522 0.885
C 2.579 2.224 1.352
C 2.447 3.391 2.097
C 3.576 4.077 2.521
C 4.836 3.612 2.177
C 4.968 2.458 1.415
C 3.846 1.756 1.011
C 0.369 2.277 0.084
C 0.663 3.480 -0.541
C -0.348 4.090 -1.270
C -1.594 3.491 -1.341
C -1.786 2.273 -0.704
N -0.819 1.689 -0.006
H 2.616 -3.405 2.728
H 3.553 -1.987 3.036
H 1.462 3.755 2.360
H 3.469 4.975 3.115
H 5.718 4.151 2.498
H 5.951 2.101 1.136
H 3.944 0.858 0.415
H 1.651 3.911 -0.473
H -0.156 5.021 -1.785
H -2.402 3.942 -1.900
H -2.720 1.730 -0.769
O 3.551 -1.459 -2.101
S 2.156 -1.672 -1.842
O 1.423 -0.440 -1.339
O 1.860 -2.809 -0.997
C 1.361 -2.041 -3.396
C 2.213 -2.255 -4.465
C 1.721 -2.650 -5.703
C 0.364 -2.832 -5.872
C -0.503 -2.592 -4.814
C -0.025 -2.182 -3.579
S -1.324 -1.673 -2.446
O -1.078 -0.248 -2.193
O -2.561 -1.995 -3.074
O -1.129 -2.319 -1.073
H 3.275 -2.133 -4.304
H 2.405 -2.817 -6.524
H -0.035 -3.144 -6.828
H -1.569 -2.697 -4.948
Br -6.996 -1.771 5.443
C -5.738 -1.453 4.065
C -4.446 -1.933 4.203
C -3.525 -1.690 3.196
C -3.904 -0.987 2.060
C -5.207 -0.520 1.933
C -6.131 -0.746 2.939
C -2.951 -0.724 0.937
O -3.299 -0.465 -0.189
O -1.692 -0.779 1.360
H -4.164 -2.487 5.088
H -2.508 -2.048 3.290
H -5.488 0.011 1.033
H -7.145 -0.383 2.852

Forces on the atoms, in the same order (eV/Å):
Pt 1.7685 0.1750 0.6951
N -0.0349 0.0113 0.1227
C 0.0397 0.2343 0.0006
S 0.0611 -0.3122 -0.3162
N -0.0425 -0.1290 -0.0461
N -0.3693 0.5069 0.0236
C 0.0188 0.0764 -0.1462
C 0.0360 -0.0397 0.0605
C -0.0027 -0.0208 0.0581
C 0.0022 -0.0084 -0.0043
C 0.0036 -0.0008 -0.0061
C -0.0015 0.0053 -0.0004
C -0.0161 0.0367 -0.0882
C 0.0571 -0.1802 0.1799
C -0.0269 0.0021 0.0298
C 0.0074 0.0147 -0.0153
C 0.0021 0.0260 0.0037
C 0.1283 0.0403 -0.0515
N -0.4003 -0.0513 -0.4328
H 0.0434 -0.0094 -0.0837
H -0.0015 0.0051 0.0075
H -0.0042 -0.0007 -0.0108
H -0.0019 -0.0006 -0.0001
H -0.0016 -0.0007 0.0022
H 0.0001 0.0038 -0.0015
H -0.0059 -0.0167 0.0143
H -0.0024 0.0064 0.0037
H -0.0032 0.0050 0.0098
H 0.0029 0.0004 -0.0007
H 0.0132 -0.0210 -0.0234
O -0.1758 0.7790 -0.1012
S -0.1770 -1.3606 0.2900
O -0.3586 -0.7987 0.6633
O 0.0457 0.2641 -0.1756
C -0.0839 0.2574 -0.0797
C 0.0443 -0.1548 0.0234
C 0.0162 0.0054 0.0108
C -0.0225 0.0001 0.0140
C -0.0083 -0.0177 -0.0636
C -0.0165 -0.1494 0.0421
S -0.1182 1.2366 -0.0980
O -0.1041 -0.0164 -0.1984
O 0.0030 -0.4794 0.1994
O -0.1017 0.1348 -0.4003
H -0.0127 0.0281 -0.0127
H 0.0030 0.0021 0.0020
H -0.0041 -0.0086 0.0035
H 0.0082 -0.0059 0.0096
Br -0.0070 -0.0025 0.0083
C 0.0120 0.0014 -0.0136
C -0.0035 0.0023 0.0064
C 0.0191 0.0297 0.0258
C -0.0966 0.0692 -0.0165
C -0.0126 -0.0549 -0.0098
C -0.0012 -0.0004 0.0037
C 0.2425 0.1205 0.0449
O -0.0924 0.0295 0.0067
O -0.2676 -0.2687 -0.1625
H -0.0014 -0.0009 0.0009
H -0.0020 0.0039 -0.0052
H 0.0045 -0.0021 -0.0020
H -0.0003 -0.0007 0.0005